(1)
83
Properties=species:S:1:pos:R:3 method="wB97M-V/def2-TZVPD" charge=-1 relative_energy_kj_mol=74.41 total_energy_ha=-15231.13707 multiplicity=5 lumo_energy_ev="1.6 / 1.6"
Fe -0.4540 -1.0118 0.7256
C -5.2436 -2.6762 -3.3712
C -4.2400 -1.7805 -2.6949
C -4.5435 -0.4987 -2.3630
C -3.6484 0.3070 -1.5943
C -3.9171 1.6379 -1.2080
N -3.1859 2.2767 -0.3294
C -3.1339 3.7192 -0.0766
C -1.6970 4.1384 0.3098
C -1.5326 4.7517 1.7152
N -2.0595 3.9254 2.7969
C -1.5121 2.6536 2.9824
C -0.1529 2.3142 3.1762
C 0.8810 3.0685 3.7308
C 2.1111 2.4773 4.0854
C 3.1738 3.3050 4.7693
C 2.3062 1.1282 3.8613
C 1.3563 0.3483 3.1615
C 1.5585 -1.0690 2.8961
N 0.8778 -1.7883 2.0848
C 1.0711 -3.2340 2.0626
C 1.7918 -3.7179 0.7936
C 1.2237 -3.1631 -0.5308
N -0.1922 -2.8130 -0.4210
C -0.6382 -1.9308 -1.2587
C -2.0620 -1.5907 -1.6273
C -2.9576 -2.3188 -2.3332
C -2.4179 -0.2644 -1.1937
O -1.6168 0.3305 -0.4071
C 0.1672 0.9653 2.7399
O -0.6715 0.4388 1.9392
H -6.0411 -2.0929 -3.8334
H -5.7027 -3.3263 -2.6218
H -4.7762 -3.3028 -4.1341
H -5.5174 -0.0956 -2.6229
H -4.7591 2.1729 -1.6457
H -2.4122 1.6919 0.0445
H -3.8347 3.9787 0.7214
H -3.4668 4.2410 -0.9734
H -1.3145 4.8592 -0.4167
H -1.0538 3.2575 0.2485
H -2.0273 5.7244 1.7693
H -0.4659 4.9051 1.8812
H -3.0661 3.8771 2.7693
H -2.2115 1.8276 2.9568
H 0.7052 4.1122 3.9762
H 3.1185 4.3503 4.4598
H 4.1729 2.9346 4.5334
H 3.0642 3.2795 5.8575
H 3.2307 0.6595 4.1902
H 2.3362 -1.5655 3.4907
H 0.0847 -3.6944 2.1139
H 1.6368 -3.5564 2.9432
H 1.7352 -4.8082 0.7890
H 2.8470 -3.4343 0.8576
H 1.3071 -3.9171 -1.3166
H 1.8161 -2.2992 -0.8558
H 0.0834 -1.4889 -1.9616
H -2.7184 -3.3408 -2.6111
C 1.6192 0.4054 -3.5454
N 2.7199 -0.0452 -2.7135
C 2.7746 0.0794 -1.3593
Se 1.4456 0.6025 -0.2172
N 3.9868 -0.4104 -0.9909
C 4.7146 -0.8410 -2.0912
C 5.9673 -1.4108 -2.2259
C 6.3799 -1.7343 -3.5102
C 5.5622 -1.4971 -4.6188
C 4.3049 -0.9266 -4.4782
C 3.8993 -0.6066 -3.1948
H 0.8589 0.8296 -2.8926
H 1.1943 -0.4306 -4.1010
H 1.9662 1.1680 -4.2435
H 4.2880 -0.3780 -0.0320
H 6.5994 -1.5949 -1.3671
H 7.3551 -2.1794 -3.6546
H 5.9114 -1.7670 -5.6064
H 3.6681 -0.7449 -5.3338
Se -6.1100 -2.3129 0.4662
Sb -4.4506 -2.7573 2.2000
Se -2.2062 -1.9421 1.5428
Se -5.4462 -1.3192 3.9966
Se -4.4145 -5.0642 2.9399

(2)
76
Properties=species:S:1:pos:R:3 method="wB97M-V/def2-TZVPD" relative_energy_kj_mol=1354.77 total_energy_ha=-5939.72934 lumo_energy_ev=-7.0
Zn 1.5077 -0.1908 -0.4952
O -2.1882 0.1953 -0.2329
H -3.1589 0.1090 -0.1639
As 7.6869 -1.7204 -1.5427
F 5.9940 -1.0616 -1.3886
F 7.2064 -3.1183 -0.5548
F 9.3388 -2.4303 -1.8435
F 8.0541 -0.2088 -2.3910
F 8.2507 -0.9797 -0.0422
F 7.2149 -2.5710 -3.0881
C 2.8461 0.4844 5.3943
C 2.9882 -0.1827 4.0223
C 2.4306 -1.6269 4.1028
O 2.0228 -2.0252 2.8084
C 1.5555 -3.3956 2.7511
N 2.2275 0.6610 3.1229
H 3.4191 -0.0099 6.1788
H 1.8548 0.3861 5.8369
H 3.1779 1.5157 5.5146
H 4.0091 -0.1934 3.6406
H 1.5104 -1.7809 4.6663
H 3.1184 -2.2937 4.6227
H 0.7340 -3.5545 3.4497
H 2.3935 -4.0629 2.9527
H 1.1964 -3.7482 1.7843
H 2.5319 1.6038 3.3192
H 1.3311 0.6796 3.5880
C -5.0959 0.5037 6.4619
C -4.9464 0.0172 5.0516
C -6.2444 -0.2403 4.2777
O -7.0149 -1.2065 4.9261
C -8.2848 -1.5525 4.2711
N -4.0622 0.9568 4.4219
H -5.8492 -0.0374 7.0345
H -5.3448 1.5634 6.5195
H -4.1583 0.3347 6.9914
H -4.4408 -0.9447 5.1366
H -6.0013 -0.6821 3.3114
H -6.8715 0.6190 4.0402
H -8.1087 -1.8576 3.2396
H -9.0094 -0.7382 4.2736
H -8.7295 -2.4072 4.7809
H -4.5325 1.8313 4.2367
H -3.8944 0.6016 3.4914
C 3.4403 5.2408 -2.8658
C 1.9636 5.0217 -3.1274
C 1.3973 6.0367 -4.1894
O 0.0403 5.5723 -4.4238
C -0.6028 6.3364 -5.4166
N 1.6634 3.6549 -3.5366
H 3.9490 5.2935 -3.8283
H 3.8783 4.4179 -2.3011
H 3.6188 6.1892 -2.3589
H 1.4149 5.1895 -2.2006
H 2.0943 5.9439 -5.0223
H 1.5571 7.0690 -3.8780
H -0.1117 6.0970 -6.3598
H -0.4619 7.4083 -5.2781
H -1.6506 6.1207 -5.6256
H 0.7387 3.6331 -3.9424
H 2.1593 3.6038 -4.4150
C -3.0857 -3.3451 -4.5143
C -2.0030 -2.7809 -5.3131
O -0.9591 -3.6911 -5.6679
C 0.0273 -3.9428 -4.7756
O 0.2547 -3.3154 -3.7046
O 0.7015 -4.9824 -5.1528
C 1.6602 -5.6114 -4.3212
H -2.7870 -3.7739 -3.5577
H -3.5874 -4.1411 -5.0645
H -3.7972 -2.5482 -4.2980
H -1.5326 -1.9322 -4.8167
H -2.4278 -2.5292 -6.2849
H 2.2729 -4.9039 -3.7624
H 2.2553 -6.3000 -4.9210
H 1.2555 -6.2722 -3.5546

(3)
76
Properties=species:S:1:pos:R:3 method="wB97M-V/def2-TZVPD" charge=-1 relative_energy_kj_mol=254.19 total_energy_ha=-8018.20988 multiplicity=4 lumo_energy_ev="2.0 / 1.8"
Tc 0.8998 0.4423 2.5767
S 6.3732 -0.9608 4.2941
Sb 4.2297 -1.6305 4.5083
S 2.8339 0.9960 3.7933
S 1.1195 0.6232 4.9210
S 3.6179 -2.8731 2.6332
C -1.6987 3.4699 -1.1574
C -1.3871 3.5515 0.3054
C -2.0980 4.3590 1.1830
C -1.7149 4.4459 2.5080
C -0.6326 3.6883 2.9314
Br 0.0347 4.0529 4.6575
N 0.0165 2.8356 2.1397
C -0.3513 2.8058 0.8496
H -2.3578 4.2851 -1.4549
H -2.1845 2.5248 -1.4048
H -0.7864 3.5239 -1.7513
H -2.9316 4.9493 0.8222
H -2.2079 5.1089 3.2023
H 0.2247 2.1450 0.2159
C -3.4270 -1.4470 3.4989
N -2.4681 -2.2653 2.7909
C -2.3032 -3.5846 3.3882
C -1.3403 -1.6371 2.2666
N -1.0348 -0.3908 2.5757
N -0.6157 -2.3502 1.4216
C 0.5627 -2.0114 0.6191
N 1.1593 -3.2824 0.3562
N 1.4975 -1.1092 1.4002
H -4.3380 -2.0294 3.6342
H -3.6807 -0.5647 2.9130
H -3.0758 -1.1374 4.4940
H -3.2008 -4.1822 3.2223
H -2.1276 -3.5018 4.4682
H -1.4518 -4.1030 2.9570
H -1.6183 -0.0348 3.3206
H -0.9980 -3.2369 1.1330
H 1.6411 -3.6619 1.1715
H 1.8194 -3.2348 -0.4076
H 2.2845 -1.6216 1.8867
C 1.7419 0.0617 0.6588
Ge 0.7335 -0.3370 -1.0519
C 1.8572 -1.5324 -2.1400
C 3.2177 -1.2395 -2.2345
C 4.0860 -2.0553 -2.9448
C 3.6037 -3.1811 -3.5955
C 2.2544 -3.4887 -3.5170
C 1.3946 -2.6749 -2.7905
C -1.2160 -0.4298 -1.4030
C -1.7565 -1.0000 -2.5556
C -3.1292 -1.0896 -2.7497
C -4.0039 -0.5957 -1.7939
C -3.4881 -0.0062 -0.6491
C -2.1152 0.0721 -0.4625
C 1.1043 1.3936 -2.0556
C 2.0182 2.3449 -1.5989
C 2.3202 3.4864 -2.3320
C 1.7176 3.6992 -3.5627
C 0.8109 2.7665 -4.0450
C 0.5087 1.6391 -3.2941
H 2.7889 0.3599 0.6069
H 3.6192 -0.3631 -1.7397
H 5.1406 -1.8143 -2.9817
H 4.2784 -3.8217 -4.1497
H 1.8704 -4.3748 -4.0072
H 0.3567 -2.9711 -2.6999
H -1.1044 -1.3761 -3.3361
H -3.5150 -1.5426 -3.6551
H -5.0743 -0.6633 -1.9435
H -4.1570 0.3943 0.1047
H -1.7469 0.5227 0.4493
H 2.5018 2.2118 -0.6389
H 3.0283 4.2071 -1.9423
H 1.9527 4.5846 -4.1399
H 0.3343 2.9217 -5.0058
H -0.2169 0.9348 -3.6875

(4)
34
Properties=species:S:1:pos:R:3 method="wB97M-V/def2-TZVPD" charge=-1 relative_energy_kj_mol=133.95 total_energy_ha=-672.77130 lumo_energy_ev=3.3
C 1.8176 -0.2212 -0.3117
C 3.3467 -0.4835 -0.2983
C 1.2602 -0.4609 1.1037
N 0.3680 0.6635 1.5247
C -1.8041 1.7057 1.0876
C -1.0066 0.3964 0.9111
C -1.8205 -0.8893 1.1677
O -2.0189 -1.5809 0.0146
H 1.5802 0.8034 -0.6520
H 1.3809 -0.9131 -1.0229
H 3.7595 -0.8388 0.6393
H 3.9387 0.3898 -0.6186
H 3.6740 -1.3249 -0.9489
H 2.0915 -0.5606 1.8058
H 0.6960 -1.3912 1.2593
H 0.2262 0.7419 2.5273
H -2.3211 1.8349 2.0249
H -2.4738 1.9512 0.2531
H -1.0478 2.4933 0.9533
H -0.7397 0.2862 -0.1387
H -2.7636 -0.5998 1.6558
H -1.1342 -1.4819 1.8475
H -2.3873 -0.9617 -1.3053
H -3.0599 -0.8200 -2.7088
O -2.1869 -0.7113 -2.3063
H 2.3131 2.5042 0.5157
H 0.8386 2.3612 0.7923
O 1.5451 3.0456 0.6765
H 0.5081 -3.4429 -1.0892
H -0.8648 -2.9706 -0.5925
O -0.4085 -3.7521 -0.9757
H -1.4330 0.6720 -2.7637
H -0.7663 1.9577 -2.1005
O -1.1075 1.5977 -2.9273

(5)
10
Properties=species:S:1:pos:R:3 method="wB97M-V/def2-TZVPD" relative_energy_kj_mol=104.66 total_energy_ha=-679.34439 lumo_energy_ev=0.2
N -0.0585 0.5418 -0.1664
P 0.1879 -1.1666 -0.3291
C 1.9819 -1.2814 -0.0257
O 2.5956 -2.2864 0.2512
N 2.5663 -0.0702 -0.2022
C 3.5252 0.6266 -0.0501
O 4.2854 1.4844 -0.0129
H -0.9800 0.8756 -0.3566
H 0.5408 1.0813 -0.7778
H -0.0901 -1.4582 1.0844

(6)
12
Properties=species:S:1:pos:R:3 method="wB97M-V/def2-TZVPD" relative_energy_kj_mol=510.39 total_energy_ha=-319.51781 lumo_energy_ev="0.4 / 0.4"
N -2.2764 0.4732 0.0801
C -1.0043 0.0839 0.0618
C -0.0900 1.1665 -0.0600
N 1.1972 0.8780 -0.0996
C 2.3152 0.5378 -0.2668
N 1.9797 -2.4441 -0.0744
C 0.8290 -2.3554 -0.0231
H -2.5939 1.4373 -0.0036
H -3.0059 -0.2156 0.1755
H -0.3266 2.2327 -0.1206
H 3.1970 0.2972 0.3020
H -0.2208 -2.0915 0.0288

(7)
21
Properties=species:S:1:pos:R:3 method="wB97M-V/def2-TZVPD" relative_energy_kj_mol=695.72 total_energy_ha=-383.15823 lumo_energy_ev=0.7
C 1.9424 -2.0687 -0.3194
C 1.6493 -0.9192 0.3677
C 0.7050 0.1718 0.3915
N 0.6763 1.0024 -0.8878
C 2.0051 1.3220 -1.4992
C -0.6577 -0.2100 0.9924
C -1.5461 -1.1454 0.2332
C -2.6935 -0.0745 0.3180
N -1.7899 0.8464 1.0241
H 2.4641 -3.1427 -0.4116
H 1.3360 0.8643 1.2114
H 0.0735 1.7271 -0.5730
H 2.5576 0.3362 -1.6304
H 1.9924 1.9179 -2.3172
H 2.9425 2.1141 -0.9902
H -0.5325 -0.6250 1.9081
H -1.7122 -2.2138 0.5141
H -1.0166 -1.1757 -0.7048
H -3.4010 -0.5160 1.1261
H -3.1986 0.3112 -0.5067
H -1.7961 1.4775 1.7537

(8)
18
Properties=species:S:1:pos:R:3 method="wB97M-V/def2-TZVPD" charge=+1 relative_energy_kj_mol=240.18 total_energy_ha=-306.14714 multiplicity=3 lumo_energy_ev="-3.0 / -8.9"
C -0.6367 -0.4782 -0.5757
C 0.4478 1.1705 1.1604
C 1.5169 0.6362 0.2015
C 0.2713 -0.2356 0.5095
C -0.8519 0.6266 -1.5644
N -1.0973 -1.6694 -0.7297
N 0.3551 -1.3527 1.3719
H 0.6234 1.3161 2.2364
H -0.1387 1.9899 0.9545
H 1.5751 1.1125 -0.7787
H 2.3621 0.1339 0.8111
H -1.8474 0.5917 -2.1100
H -0.0195 0.7691 -2.3398
H -1.0711 1.5758 -1.0472
H -1.8914 -1.9600 -1.3834
H 0.4995 -1.0095 2.3608
H 1.2378 -1.9574 1.3795
H -1.1240 -2.0371 0.2694

(9)
11
Properties=species:S:1:pos:R:3 method="wB97M-V/def2-TZVPD" relative_energy_kj_mol=196.01 total_energy_ha=-376.68914 lumo_energy_ev=0.9
C -1.5678 -0.3549 0.0296
N -0.1381 -0.1211 -0.2246
N 0.7583 -1.1162 -0.1077
C 1.8730 -0.4753 0.0379
O 1.7684 0.8526 -0.0435
C 0.4508 1.1495 -0.0666
O -0.0438 2.2361 -0.0371
H -1.9421 0.6525 0.3508
H -2.0923 -0.6881 -0.9196
H -1.8447 -1.1095 0.8522
H 2.7782 -1.0255 0.1285

(10)
18
Properties=species:S:1:pos:R:3 method="wB97M-V/def2-TZVPD" relative_energy_kj_mol=0.00 total_energy_ha=-850.49674 lumo_energy_ev=0.1
C 0.4392 1.4230 0.5283
C -0.2992 -0.8254 0.0373
C -1.7372 0.9903 -0.4955
N -1.1792 -1.8998 -0.1543
N 1.1763 -1.3505 0.1780
N -0.5058 0.3962 -0.0150
O 3.5887 -0.6262 0.5515
O 1.5108 0.8855 1.1680
O 2.2130 0.6724 -1.2605
P 2.4157 -0.0631 -0.0134
H -0.2448 1.9295 1.1922
H 0.7540 2.0139 -0.3304
H -1.6424 2.0292 -0.6438
H -2.5893 0.8576 0.2113
H -2.2313 0.4888 -1.3283
H -0.9716 -2.8157 0.0770
H -2.0687 -1.7892 0.1888
H 1.3717 -2.3165 0.1090

(11)
94
Properties=species:S:1:pos:R:3 method="wB97M-V/def2-TZVPD" relative_energy_kj_mol=600.37 total_energy_ha=-1880.64045 lumo_energy_ev=-0.1
C -5.1320 -0.6070 -1.3240
C -6.0633 0.5978 -1.4299
O -5.6508 1.5682 -2.3454
H -4.2249 -0.4065 -0.6482
H -4.7734 -0.9418 -2.2965
H -5.7258 -1.3944 -0.9071
H -6.2160 1.1383 -0.4413
H -6.9899 0.2042 -1.7267
H -6.2090 2.3185 -2.0619
C 3.4922 -3.8048 -0.2203
C 4.1654 -4.3705 -1.4629
O 4.2313 -3.4362 -2.4947
H 2.5806 -3.2338 -0.4694
H 4.1306 -3.2031 0.3731
H 3.2607 -4.7043 0.4550
H 3.4789 -5.1301 -1.8664
H 5.1765 -4.7642 -1.2130
H 4.2691 -3.9818 -3.3057
C 0.9502 4.0761 1.3336
C 0.2268 4.2746 2.6302
O 1.1145 4.9516 3.5201
H 0.2914 3.9009 0.5048
H 1.6613 3.2333 1.4092
H 1.4775 4.9743 0.9804
H -0.1984 3.3360 2.9814
H -0.6424 4.9237 2.4209
H 0.5490 5.3270 4.1852
C 3.5886 -0.2082 0.8939
C 4.0740 -0.3422 -0.5321
O 3.0314 0.0144 -1.4402
H 3.1426 0.8298 1.0061
H 4.4176 -0.3080 1.5270
H 2.8063 -0.8950 1.0485
H 4.4942 -1.3643 -0.7559
H 4.9916 0.2795 -0.7271
H 2.3862 -0.6988 -1.3757
C -0.2360 -0.1831 -0.4589
O 0.5955 -1.2403 -0.6297
N 0.2442 1.0277 -0.1959
N -1.5003 -0.2953 -0.4741
H 1.2134 1.2217 -0.2318
H -0.3865 1.7728 0.1745
H -1.9634 -1.1778 -0.6539
H -2.1517 0.4438 -0.1789
C 4.1551 3.2747 -0.2560
O 4.9365 2.5847 0.6173
N 3.2593 2.7786 -1.0560
N 4.3110 4.5434 -0.5334
H 3.0540 1.7426 -0.9460
H 2.5935 3.3605 -1.6171
H 5.1151 5.0999 -0.1364
H 3.5193 5.0700 -0.9700
C -3.5750 -0.2142 2.3333
O -3.7087 -1.5701 2.6968
H -4.1251 0.3423 3.1313
H -3.9912 0.0861 1.3894
H -2.5566 0.0730 2.3328
H -2.8498 -2.0012 2.8700
C -2.0454 -3.5763 0.5167
O -2.8148 -2.7520 -0.3751
H -2.5022 -3.5158 1.5059
H -1.0357 -3.1245 0.5628
H -2.0474 -4.6555 0.2424
H -3.6233 -3.1863 -0.3975
C 0.5061 1.4894 -3.4814
O -0.5075 2.0915 -2.6411
H 0.4909 2.0884 -4.4526
H 0.2432 0.5187 -3.8235
H 1.4396 1.6079 -2.9433
H -0.4370 1.6321 -1.7997
C 0.2400 0.2839 2.7717
O 0.9141 -0.2857 3.9230
H -0.4256 1.0696 3.1279
H -0.2418 -0.4480 2.1938
H 0.9297 0.6873 2.1191
H 0.2646 -0.4609 4.6167
C -0.7895 -2.4816 -3.3010
O -1.3704 -1.1146 -3.3545
H -0.8283 -2.7645 -4.3389
H -1.3364 -3.2060 -2.6518
H 0.1965 -2.4629 -2.8727
H -1.4274 -0.8076 -2.4540
C 1.3259 -3.7299 2.2452
O 0.6373 -2.8622 3.1213
H 1.4427 -3.1499 1.3331
H 0.5830 -4.5273 2.0590
H 2.2774 -4.2034 2.6091
H 0.9064 -1.9570 2.9582
C -3.3424 2.4193 -0.4056
O -2.2727 2.2431 0.5360
H -4.2952 2.0798 -0.0394
H -3.0977 2.0268 -1.3941
H -3.4419 3.5062 -0.4803
H -2.6301 2.6347 1.3326

(12)
15
Properties=species:S:1:pos:R:3 method="wB97M-V/def2-TZVPD" charge=+1 relative_energy_kj_mol=360.09 total_energy_ha=-266.96213 lumo_energy_ev=-4.9
C -0.8079 -1.4977 -0.2699
C -0.8674 -0.1900 0.0311
C -2.1092 0.6743 0.0623
C 0.3851 0.6394 -0.0599
N 1.6617 0.5369 -0.0130
N 2.6155 -0.4388 0.0111
H 0.0887 -2.1084 -0.4425
H -1.5638 -2.3049 -0.3048
H -2.1512 1.4244 0.8803
H -3.0947 0.0850 0.1140
H -2.1938 1.1853 -0.8313
H -0.0422 1.7342 0.0718
H 2.1385 1.4568 -0.2296
H 3.4982 -0.0438 0.3562
H 2.4426 -1.1526 0.6240